DFT (ωB97M-V with the def2-TZVPD basis set) results for C46H48ClN6O7STeZr as an isolated structure.

Computed properties:
electronic energy: -3810.2470 Ha
2S+1: 1
energy above the lowest of the compared OMol25 structures with the same formula, charge and spin: 14.9 kcal per mole
Kohn-Sham gap: 4.564 eV
strongest force on any atom: 1.20 eV/A
net charge: +1

Structure (XYZ):
```
111
Properties=species:S:1:pos:R:3:forces:R:3
Te 3.146 3.418 2.481 0.0 0.0 -0.1
Zr -0.144 0.031 -0.446 -0.8 -0.4 0.8
Cl 1.880 -2.567 -4.321 0.0 0.0 0.0
S 1.376 -1.878 8.692 0.0 0.0 0.0
O 1.559 -0.811 -1.357 0.3 0.1 -0.1
O -0.122 -0.577 -2.698 0.0 -0.1 0.0
O 1.396 -1.415 10.054 0.0 0.0 0.0
O 1.289 -3.310 8.489 0.0 0.0 0.0
O -1.682 3.587 -2.601 0.0 0.0 0.0
O 2.299 -1.196 7.795 0.1 0.0 -0.1
O -0.065 1.735 -1.374 0.2 0.3 -0.4
N -2.372 0.155 -1.118 -0.2 -0.1 0.2
N -1.042 -0.220 1.959 0.1 0.1 -0.2
N -0.856 -2.362 -0.254 0.0 -0.1 -0.3
N -0.292 -1.133 6.748 0.1 0.0 0.0
N -1.311 -1.328 8.860 0.0 -0.1 0.0
N 1.220 1.216 0.858 0.3 0.1 -0.2
C -3.000 -1.116 -0.661 0.0 -0.2 -0.1
C 1.104 -0.748 -2.562 0.1 -0.3 0.1
C 0.679 3.648 -2.584 0.1 0.0 -0.1
C -0.666 3.810 -3.230 0.0 0.0 0.0
C 5.473 -1.261 -0.091 0.0 0.0 0.0
C 4.571 -1.300 0.962 0.0 0.0 0.0
C -1.457 -0.806 6.209 0.0 0.0 -0.1
C -1.373 -0.580 4.743 0.0 0.0 0.1
C -2.141 -2.328 -1.002 -0.2 0.1 -0.1
C 0.069 -3.283 -0.968 0.0 0.0 0.0
C 1.106 2.870 2.661 -0.2 0.0 0.1
C 2.280 1.538 0.103 0.1 0.2 -0.1
C -2.239 -0.092 2.562 0.0 0.1 0.1
C -1.858 5.007 -5.036 0.0 0.0 0.0
C -1.008 5.098 -7.280 0.0 0.0 0.0
C -2.444 -0.256 3.917 -0.1 0.0 -0.1
C -2.471 -1.015 8.309 0.0 0.0 0.0
C -1.092 -2.988 1.072 0.0 0.0 0.0
C 0.101 4.356 -6.898 0.0 0.0 0.0
C 0.451 2.371 1.370 0.3 0.0 -0.1
C 3.564 -0.356 1.041 0.0 0.0 0.0
C 2.120 2.606 -0.931 0.1 0.1 0.1
C 3.867 -0.035 5.068 -0.1 0.0 0.1
C -0.018 -0.543 2.776 0.0 -0.2 -0.1
C 3.274 1.052 4.440 0.0 0.0 -0.1
C 5.273 1.398 3.134 0.0 0.0 0.0
C -2.616 -0.720 6.955 0.0 0.0 0.0
C 0.242 3.955 -5.579 0.0 0.0 0.0
C 2.046 -0.899 -3.718 0.0 0.0 0.0
C 5.171 -0.391 4.742 0.0 0.0 0.0
C 5.876 0.334 3.791 0.0 0.0 0.0
C -0.249 -1.371 8.051 0.0 0.0 0.0
C 3.099 3.552 -1.221 0.0 0.0 0.0
C -2.917 1.349 -0.419 -0.1 0.0 -0.1
C 2.916 4.534 -2.184 -0.1 0.0 0.0
C 0.903 2.646 -1.635 -0.2 0.1 0.2
C 3.418 0.623 0.051 0.0 0.0 0.0
C 5.363 -0.276 -1.066 0.0 0.0 0.0
C 3.967 1.752 3.456 -0.1 0.0 0.1
C 3.991 5.546 -2.468 0.0 0.0 0.0
C -0.736 4.279 -4.642 0.0 -0.1 0.0
C -0.133 -0.727 4.129 0.1 -0.1 0.0
C 1.695 4.563 -2.849 0.0 0.0 0.0
C -2.682 0.347 -2.559 0.1 0.0 0.0
C -1.986 5.424 -6.349 0.0 0.0 0.0
C 4.342 0.655 -1.002 0.0 -0.1 -0.1
H -2.616 5.242 -4.301 0.0 0.0 0.0
H 4.884 5.066 -2.873 0.0 0.0 0.0
H -3.576 -0.443 6.544 0.0 0.0 0.0
H -3.089 0.157 1.946 0.0 0.0 0.0
H 1.770 -0.217 -4.518 0.0 0.0 0.0
H -3.752 0.548 -2.653 0.0 0.0 0.0
H 1.073 2.102 3.429 -0.1 0.0 0.0
H -1.382 -4.031 0.924 0.0 0.0 0.0
H 0.943 -0.677 2.314 0.1 0.0 -0.1
H -0.568 2.071 1.619 0.0 0.0 -0.1
H 1.509 5.348 -3.571 0.0 0.0 0.0
H -1.881 -2.480 1.614 0.0 0.0 0.0
H -0.181 -2.960 1.666 0.0 0.0 0.0
H 2.286 1.354 4.764 0.0 0.0 0.0
H 4.285 6.068 -1.557 0.0 0.0 0.0
H -4.009 1.356 -0.470 0.0 0.0 0.0
H -2.531 2.236 -0.920 0.0 0.0 0.0
H -2.851 6.000 -6.651 0.0 0.0 0.0
H 4.012 3.542 -0.638 0.0 0.0 0.0
H -2.608 1.370 0.622 0.0 0.0 0.0
H 6.069 -0.242 -1.885 0.0 0.0 0.0
H -0.330 -4.301 -0.937 0.0 0.0 0.0
H 0.722 -1.001 4.737 0.0 0.0 0.0
H 0.549 3.733 3.026 0.0 0.0 0.0
H 6.272 -1.988 -0.145 0.0 0.0 0.0
H -1.909 -2.328 -2.067 0.0 0.0 0.0
H -3.172 -1.073 0.411 0.0 0.0 0.0
H -2.119 1.196 -2.934 0.0 0.0 0.0
H 5.643 -1.219 5.254 0.0 0.0 0.0
H 4.243 1.381 -1.796 0.0 0.1 0.0
H 6.897 0.067 3.549 0.0 0.0 0.0
H -2.720 -3.233 -0.790 0.1 0.0 0.0
H 0.392 3.181 0.643 0.0 0.0 0.1
H -3.444 -0.131 4.310 0.0 0.0 0.0
H -3.333 -1.006 8.969 0.0 0.1 0.0
H -3.972 -1.244 -1.146 0.0 0.1 0.0
H 4.673 -2.044 1.741 0.0 0.0 0.0
H 0.856 4.093 -7.627 0.0 0.0 0.0
H 2.912 -0.352 1.900 0.0 0.0 0.0
H 1.045 -3.271 -0.488 0.0 0.0 0.0
H 1.105 3.370 -5.285 0.0 0.0 0.0
H -1.111 5.422 -8.307 0.0 0.0 0.0
H 0.173 -2.992 -2.009 0.0 0.0 0.0
H 3.653 6.287 -3.189 0.0 0.0 0.0
H 3.320 -0.562 5.845 0.0 0.0 0.1
H 3.071 -0.752 -3.395 0.0 0.0 0.0
H 5.825 1.947 2.379 0.0 0.0 0.0
H -2.424 -0.539 -3.128 0.0 0.0 0.0
```
Forces are in eV/Å.